# 1
The following is a DFT calculation (wB97M-V/def2-TZVPD) of one molecule with the formula C5H6O.

```
12
Properties=species:S:1:pos:R:3:forces:R:3:lowdin_charge:R:1
C -1.1186 -0.0742 0.8246 -0.042 -0.070 0.004 -0.017
C -1.0767 -0.5513 -0.4196 -0.114 0.350 0.012 -0.060
H 0.5369 -0.7660 -1.8951 0.107 -0.016 0.103 0.106
H -0.1401 0.8453 -1.6281 0.191 -0.211 -0.166 0.120
H 1.8940 -0.5498 0.1292 -0.188 0.108 0.104 0.125
O 0.6051 0.5809 2.3784 -0.099 0.055 -0.459 0.073
C 0.2480 0.3253 1.2501 0.078 0.092 0.205 -0.405
H 1.6934 1.1837 -0.1139 -0.128 -0.164 -0.006 0.121
H -2.0006 0.0319 1.4363 0.112 -0.447 0.347 0.111
C 1.1464 0.2426 0.0070 -0.012 0.045 0.033 -0.101
C 0.1669 -0.0847 -1.1298 0.053 -0.073 -0.138 -0.184
H -1.8770 -1.1008 -0.9095 0.042 0.333 -0.038 0.111
```
Forces are in eV/Å.

Structure (SMILES) = O=C1C=CCC1
Frontier orbital gap = 0.3707 Ha
HOMO = -0.349 hartree
2S+1 = 1

---

# 2
The following is a DFT calculation (wB97M-V/def2-TZVPD) of H4NP3 as an isolated structure at a distorted geometry.

```
8
Properties=species:S:1:pos:R:3:forces:R:3:lowdin_charge:R:1
H -1.9054 0.1498 -0.0205 -0.922 0.636 1.113 -0.198
P 0.4844 1.4362 -0.0882 1.483 -0.832 1.274 0.281
P 2.7147 -0.2304 0.0052 -0.836 0.441 0.565 0.458
H -1.1799 -0.4040 -1.5510 1.203 -0.072 0.459 -0.134
H 2.1299 -1.4402 0.5770 -0.036 0.469 -0.339 -0.108
N 4.2181 -0.1831 -0.1244 -0.803 0.278 -0.132 -0.443
P -0.6632 -0.4050 -0.1733 -0.438 -1.026 -1.444 0.295
H 0.3326 1.3654 1.4156 0.349 0.106 -1.495 -0.152
```
Forces are in eV/Å.

Frontier orbital gap (spin up / spin down) = 0.2628 / 0.2629 Ha
HOMO (spin up / spin down) = -0.321 / -0.321 hartree
2S+1 = 1

---

Let's list ΔE to the lowest compared entry with this formula, charge and spin in order: 0.261, 2.984 eV.
Let's list calculated total energy in order: -269.3366, -1081.0427 Eh.